No. 1
Here is a 2-piece molecular cluster, C14H16O overall in a non-equilibrium geometry from the Open Molecules 2025 dataset. Energies are from ωB97M-V/def2-TZVPD.

ΔE to the lowest compared entry with this formula, charge and spin ... 1.965 eV
F_max ... 3.05 eV/A
SMILES ... Cc1ccc(O)cc1.Cc1ccccc1
DFT total energy ... -618.24380 Ha
LUMO ... 0.03008 Ha
HOMO level ... -8.20 eV
Charge ... 0
Gap between HOMO and LUMO ... 9.01 eV

Last column: Mulliken charge in e.
CARTESIAN COORDINATES (ANGSTROEM)
C -2.84 2.20 2.38  -1.334
C -0.64 1.70 1.43  -0.238
C -1.37 2.02 2.57  0.597
C 0.79 1.52 1.47  -0.472
C -0.69 2.01 3.82  -0.460
C 1.39 1.75 2.67  -0.381
C 0.69 1.94 3.88  -0.507
H -1.06 1.95 0.46  0.480
H 1.28 1.39 0.50  0.403
H -3.20 1.45 1.71  0.346
H -2.90 3.10 1.74  0.351
H -1.22 2.00 4.76  0.348
H 2.36 1.29 2.82  0.249
H 1.20 1.54 4.74  0.309
H -3.43 2.48 3.29  0.313
C 0.68 -4.11 -1.78  -1.314
C 0.06 -0.40 -1.52  -0.113
C 0.40 -0.06 -2.84  0.485
C 0.09 -1.76 -1.22  -0.680
C 0.67 -2.67 -2.08  0.642
C 1.10 -0.92 -3.68  -0.543
C 1.30 -2.25 -3.27  -0.680
O 0.08 1.22 -3.19  -0.527
H -0.47 0.24 -0.83  0.490
H -0.27 -2.08 -0.24  0.328
H 1.65 -0.60 -4.54  0.319
H 0.43 1.60 -3.99  0.312
H 0.05 -4.45 -2.65  0.273
H 0.28 -4.52 -0.79  0.304
H 1.92 -2.97 -3.80  0.383
H 1.65 -4.61 -1.81  0.315

---

No. 2
Here is C30H55Cl2CsFIKMgN3O11SSi2V as an isolated structure in a non-equilibrium geometry from the Open Molecules 2025 dataset. Energies are from ωB97M-V/def2-TZVPD.

F_max ... 7.74 eV/A
⟨S²⟩ ... 0.77
Spin multiplicity ... 2
DFT total energy ... -6226.40599 Ha
LUMO (spin up / spin down) ... -0.14452 / -0.14295 Ha
HOMO level (spin up / spin down) ... -7.05 / -6.76 eV
Charge ... 0
Gap between HOMO and LUMO (spin up / spin down) ... 3.11 / 2.87 eV

Last column: Löwdin spin population.
CARTESIAN COORDINATES (ANGSTROEM)
C -2.26 2.11 5.21  -0.001
C -1.84 0.96 4.09  0.025
C -2.09 -0.46 4.86  0.002
C -0.26 1.18 3.78  0.016
C 0.16 1.08 2.24  0.000
C 1.61 0.33 2.22  0.001
C 2.81 1.21 2.83  0.000
C 4.23 0.46 2.56  0.000
O 4.51 -0.62 3.14  0.000
N 5.23 1.01 1.58  -0.001
C 5.83 -0.17 0.83  -0.002
C 7.28 -0.71 1.12  0.001
C 7.85 -1.94 0.32  -0.004
C 7.02 -2.69 -0.78  0.000
C 5.58 -2.18 -1.09  -0.002
C 5.01 -0.94 -0.32  -0.004
C 0.25 2.56 1.60  0.004
C 0.93 2.63 0.15  -0.001
O 2.18 2.81 -0.02  -0.005
I -0.20 2.51 -1.75  -0.001
C -0.85 0.06 1.51  0.017
C -2.42 0.35 1.74  0.023
C -2.95 1.05 0.36  -0.002
C -3.15 -1.11 1.76  0.006
N -2.75 1.18 2.94  0.342
O -2.95 2.45 2.66  0.556
H -3.39 2.18 5.28  0.000
H -1.74 1.87 6.24  0.000
H -1.77 3.12 4.84  0.000
H -2.10 -0.25 5.99  0.000
H -3.17 -0.76 4.60  0.001
H -1.32 -1.24 4.55  0.000
H 0.30 0.34 4.36  0.001
H 0.15 2.19 4.19  0.002
H 1.53 -0.62 2.88  0.000
H 1.89 -0.06 1.17  0.000
H 2.71 1.33 3.97  0.000
H 2.91 2.26 2.40  0.000
H 6.01 1.49 2.09  0.000
H 7.96 -0.24 1.91  0.000
H 8.90 -2.37 0.53  0.000
H 7.48 -3.58 -1.34  0.000
H 4.93 -2.69 -1.90  0.000
H 3.94 -0.59 -0.60  -0.002
H 0.97 3.20 2.33  0.000
H -0.74 3.12 1.54  0.003
H -0.54 -1.02 1.77  0.000
H -0.65 0.17 0.38  0.002
H -4.10 1.03 0.38  0.000
H -2.49 2.07 0.17  0.000
H -2.64 0.38 -0.53  0.000
H -4.05 -0.99 2.47  0.001
H -2.45 -1.89 2.23  0.000
H -3.44 -1.42 0.70  0.000
O 2.24 -1.71 -1.91  0.000
V 0.67 -1.93 -1.17  0.038
O -0.90 -2.15 -0.42  -0.002
C 10.68 -0.19 0.60  0.000
O 10.53 0.09 -0.61  0.000
O 11.03 0.90 1.33  0.000
O 10.55 -1.27 1.22  0.000
H 11.02 1.48 0.54  0.000
Mg 4.29 1.60 -0.84  -0.014
C -0.65 -0.58 -10.32  0.000
Si -1.55 0.63 -9.19  -0.001
C -3.33 0.68 -9.75  0.000
C -0.78 2.31 -9.47  0.000
N -1.38 0.08 -7.54  -0.005
Si -2.10 0.96 -6.21  0.000
C -3.97 1.06 -6.34  0.000
C -1.42 2.70 -6.04  0.000
C -1.71 0.07 -4.60  0.000
H -0.73 -0.26 -11.36  0.000
H 0.42 -0.63 -10.07  0.000
H -1.08 -1.59 -10.24  0.000
H -3.38 0.81 -10.84  0.000
H -3.88 1.51 -9.30  0.000
H -3.85 -0.26 -9.50  0.000
H 0.23 2.36 -9.05  0.000
H -1.38 3.11 -9.03  0.000
H -0.71 2.52 -10.54  0.000
H -4.29 1.75 -7.12  0.000
H -4.39 1.41 -5.39  0.000
H -4.40 0.07 -6.54  0.000
H -0.32 2.69 -6.08  0.000
H -1.72 3.13 -5.09  0.000
H -1.79 3.36 -6.83  0.000
H -0.63 0.01 -4.44  0.000
H -2.11 -0.95 -4.61  0.000
H -2.15 0.60 -3.75  0.000
Cl 0.95 4.90 2.14  -0.001
Cs -0.16 -1.05 -12.84  0.000
F -3.33 3.09 -9.61  0.000
Cl 0.13 -1.50 -6.33  0.007
K -0.28 2.66 6.21  0.000
O -2.19 -2.70 7.34  0.000
S -3.60 -3.00 7.31  0.000
O -4.59 -1.97 7.50  0.000
O -3.90 -4.22 8.33  0.000
C -3.50 -4.08 9.69  0.000
C -4.42 -3.15 10.46  0.000
C -3.97 -3.86 5.81  0.000
H -2.46 -3.75 9.76  0.000
H -3.55 -5.08 10.14  0.000
H -4.34 -2.13 10.09  0.000
H -4.17 -3.15 11.52  0.000
H -5.46 -3.46 10.34  0.000
H -3.24 -4.66 5.67  0.000
H -3.90 -3.14 4.99  0.000
H -4.98 -4.26 5.87  0.000

---

No. 3
Here is C5H10Si in the gas phase in a non-equilibrium geometry from the Open Molecules 2025 dataset. Energies are from ωB97M-V/def2-TZVPD.

ΔE to the lowest compared entry with this formula, charge and spin ... 2.588 eV
F_max ... 2.10 eV/A
SMILES ... CC1(C)C=C1[SiH3]
DFT total energy ... -485.87198 Ha
LUMO ... 0.03232 Ha
HOMO level ... -9.53 eV
Charge ... 0
Gap between HOMO and LUMO ... 10.41 eV

Last column: Mulliken charge in e.
CARTESIAN COORDINATES (ANGSTROEM)
C -1.23 -0.55 0.31  -0.486
C -0.30 0.29 0.72  -0.340
C 0.10 -0.60 -0.41  1.209
C 1.13 -1.62 -0.01  -1.459
C 0.07 -0.02 -1.85  -1.352
Si -0.43 1.89 1.59  0.272
H -2.22 -1.09 0.44  0.345
H 0.77 -2.56 0.29  0.355
H 1.77 -1.34 0.81  0.358
H 1.83 -1.91 -0.77  0.393
H 1.03 0.18 -2.42  0.354
H -0.52 0.89 -1.96  0.362
H -0.59 -0.72 -2.43  0.311
H -0.44 2.96 0.58  -0.111
H 0.66 2.33 2.58  -0.109
H -1.64 1.87 2.52  -0.103

---

No. 4
Here is a 3-piece molecular cluster, C3H11N3O overall in a non-equilibrium geometry from the Open Molecules 2025 dataset. Energies are from ωB97M-V/def2-TZVPD.

ΔE to the lowest compared entry with this formula, charge and spin ... 3.132 eV
F_max ... 4.05 eV/A
DFT total energy ... -360.32232 Ha
LUMO ... 0.02866 Ha
HOMO level ... -9.10 eV
Charge ... 0
Gap between HOMO and LUMO ... 9.88 eV

Last column: Mulliken charge in e.
CARTESIAN COORDINATES (ANGSTROEM)
C 0.90 -0.24 -0.50  0.020
N 0.94 -1.69 -0.28  -0.639
N 2.22 0.33 -0.64  -0.628
C 0.25 0.48 0.69  0.161
O 0.77 0.49 1.79  -0.584
H 0.34 -0.07 -1.42  0.369
H 0.03 -2.12 -0.33  0.261
H 2.65 0.41 0.28  0.267
H 1.36 -1.90 0.62  0.258
H 2.79 -0.26 -1.24  0.262
H 0.38 2.18 -0.11  -0.012
C -2.14 -0.18 -0.10  -0.850
N -1.22 0.72 0.59  -0.221
H -1.54 0.87 1.54  0.225
H -0.53 2.21 -0.01  0.208
H -2.24 -1.17 0.35  0.282
H -1.82 -0.32 -1.13  0.320
H -3.14 0.26 -0.09  0.301